Density functional theory data (the ωB97M-V functional and the def2-TZVPD basis) for a 3-piece molecular cluster, C5H10N2O overall in a non-equilibrium geometry.

```
18
Properties=species:S:1:pos:R:3:forces:R:3:nbo_charge:R:1
N -0.712 1.174 1.517 0.0 -0.4 -0.1 -0.8450
C -0.935 1.473 0.188 0.4 2.1 0.4 0.7901
N -2.267 1.692 -0.121 -0.1 -0.5 -0.1 -0.8628
O -0.024 1.774 -0.566 -0.5 -0.7 0.0 -0.6463
H -1.405 0.625 2.000 0.0 -0.1 0.0 0.3820
H 0.242 0.910 1.711 0.0 0.0 0.0 0.4036
H -2.868 2.016 0.620 0.1 -0.1 0.0 0.3878
H -2.411 2.134 -1.013 0.1 0.0 0.0 0.4032
C -1.357 -1.312 -0.585 1.4 -1.2 -0.7 -0.2812
C -0.307 -1.739 -1.013 -2.0 -0.3 0.4 -0.2113
H -2.359 -1.181 -0.279 -0.2 0.6 0.2 0.2365
H 0.459 -2.382 -1.373 0.3 0.5 -0.1 0.2444
C 2.168 -0.527 -0.738 1.0 1.3 1.0 -0.3920
C 2.442 -1.224 0.361 -0.4 -0.5 -0.7 -0.4067
H 1.437 0.282 -0.748 -0.4 -0.7 -0.2 0.2427
H 2.885 -0.484 -1.538 0.3 -0.1 -0.3 0.1864
H 3.307 -1.859 0.448 0.2 -0.2 -0.1 0.1870
H 1.704 -1.371 1.130 -0.1 0.4 0.5 0.1817
```
Forces are in eV/Å.

M   114.148 g mol⁻¹
Energy   -10372.063 eV
SMILES string   NC(N)=O.C#C.C=C
Relative energy (zero: lowest compared OMol25 entry of this formula, charge and spin)   3.2427 eV
Net charge   0
HOMO-LUMO gap   0.3742 hartree
HOMO energy   -9.36 eV

---

Density functional theory data (the ωB97M-V functional and the def2-TZVPD basis) for an isolated molecule of C5H10N2O in a non-equilibrium geometry.

```
18
Properties=species:S:1:pos:R:3:forces:R:3:nbo_charge:R:1
C -1.292 -0.097 1.533 -0.3 0.3 0.3 -0.4375
N 0.016 -0.596 1.145 0.1 -0.1 -2.2 -0.4227
C 1.028 0.181 0.598 0.4 0.1 -1.2 0.4005
O 2.313 0.220 1.076 -0.1 0.2 0.2 -0.6855
C 0.513 0.986 -0.620 0.5 -0.1 0.9 -0.0949
N -0.593 1.908 -0.606 -0.1 0.2 0.0 -0.8481
C 0.395 -0.475 -0.551 -1.0 -0.2 2.3 0.0452
C 0.095 -1.671 -1.357 0.4 -0.1 -0.3 -0.6320
H -2.056 -0.785 1.157 0.1 0.0 0.1 0.1893
H -1.337 -0.125 2.624 -0.1 0.0 0.0 0.1928
H -1.527 0.908 1.185 0.1 -0.1 0.0 0.2189
H 2.403 -0.528 1.684 0.0 0.0 -0.1 0.4860
H 1.387 1.300 -1.203 -0.1 -0.1 -0.1 0.1883
H -0.274 2.861 -0.482 0.0 0.0 -0.1 0.3647
H -1.132 1.847 -1.462 0.1 0.1 0.0 0.3635
H 0.623 -1.606 -2.312 0.0 -0.1 0.0 0.2217
H 0.413 -2.573 -0.836 0.0 0.0 0.0 0.2344
H -0.975 -1.756 -1.572 0.1 0.0 0.1 0.2152
```
Forces are in eV/Å.

M   114.148 g mol⁻¹
Energy   -10371.108 eV
SMILES string   CN1[C@]2(O)[C@H](N)[C@]12C
Relative energy (zero: lowest compared OMol25 entry of this formula, charge and spin)   4.1976 eV
Net charge   0
HOMO-LUMO gap   0.3387 hartree
HOMO energy   -8.35 eV

---

Question: Which formula does entry 1 have?
Answer: C5H10N2O